# 1
108
Properties=species:S:1:pos:R:3:forces:R:3:lowdin_charge:R:1 method="wB97M-V/def2-TZVPD" homo_ev=-5.3 lumo_ev=-2.672
C 2.21537 -0.51765 4.95178 -0.0553 -0.1511 -0.0294 0.068
C 1.60878 -1.55174 5.03886 -0.2746 0.6193 -0.4770 -0.181
C 0.70856 -2.67587 4.85704 -0.1109 1.0403 -0.2487 -0.432
C -0.34478 -2.38238 3.73888 1.2986 -0.6222 -0.0220 -0.208
C 0.31543 -2.66145 2.35589 0.0093 -0.2554 0.6964 -0.186
C -0.11688 -1.66164 1.34553 0.9867 0.2051 -0.4838 -0.209
C 0.77197 -0.65511 0.97368 -1.2540 0.5165 -1.6165 0.021
C 0.33887 0.27244 -0.03822 0.6014 -1.2177 0.6494 -0.187
C 1.33383 1.33887 -0.44921 -0.0778 0.0171 -0.6836 -0.077
O 0.91577 2.72219 -0.35052 0.2088 -1.1342 0.1082 0.097
C 0.71377 3.22943 0.87795 -0.0261 1.4498 -1.3848 -0.725
F 1.30732 2.51844 1.85272 -0.7552 -0.4729 0.3358 0.154
F -0.62528 3.37700 1.07110 0.2968 -0.6606 0.7684 0.097
F 1.19001 4.44592 0.94418 0.4799 0.5032 0.0541 0.226
C -0.93925 0.14848 -0.61256 0.7535 -0.0938 -0.5050 -0.063
B -1.40733 1.16698 -1.76306 -0.0305 0.4209 -0.6855 -0.479
O -2.25377 2.12300 -1.37273 -0.2433 -0.5173 0.4493 0.192
C -0.81489 1.03017 -3.20543 0.1052 -0.3025 0.1639 -0.102
C -1.38764 -0.14923 -4.02032 0.0073 0.1129 -0.3721 -0.068
N -1.77423 -0.85079 -0.19068 0.7457 0.1507 -0.2617 -0.004
C -3.13425 -1.06401 -0.70856 -0.6013 0.0858 0.2220 -0.007
C -4.31551 -0.23580 -0.00383 -1.0291 -0.8584 0.2222 -0.632
N -3.87925 0.17743 1.31077 0.5414 1.0701 -1.0206 -0.014
N -4.79580 0.82357 -0.87417 0.8324 0.1947 -0.2984 0.098
N -5.42485 -1.14620 0.23300 0.3684 -0.1719 -0.1680 0.071
C -1.35803 -1.71636 0.75523 -0.2242 -0.6321 0.3942 0.034
H 2.76281 0.39080 4.88567 0.1345 0.0603 0.1657 0.037
H 1.30693 -3.57330 4.45157 -2.7202 12.6775 3.2124 -0.455
H 0.19329 -2.95965 5.79310 0.2103 -0.0846 -0.2403 0.136
H -1.22945 -3.00673 3.90366 -0.5987 0.3658 0.1066 -0.042
H -0.57236 -1.32714 3.80740 -0.4978 0.0521 0.1286 0.112
H 1.40911 -2.59167 2.45335 -0.0692 0.1894 -0.1929 0.102
H 0.11488 -3.68548 2.00512 -0.2638 0.2719 -0.0802 0.106
H 1.75471 -0.60624 1.41277 0.1333 0.1296 0.0314 0.124
H 1.54711 1.19369 -1.50313 -0.0139 0.3130 -0.1641 0.135
H 2.27769 1.19051 0.06539 0.0084 0.0517 0.2800 0.132
H -2.73634 2.55122 -2.09476 0.2519 0.5082 0.0151 0.138
H -0.91776 1.97260 -3.74013 -0.0994 0.1091 -0.0514 0.124
H 0.26012 0.86012 -3.11255 0.1295 0.0504 0.0316 0.092
H -2.08082 0.20175 -4.77845 -0.2259 0.0475 0.0621 0.068
H -0.60279 -0.66122 -4.56932 0.0972 -0.1178 0.0178 0.077
H -1.91161 -0.89484 -3.42734 0.0151 -0.1176 0.0855 0.053
H -3.36953 -2.09378 -0.47501 0.1688 -0.1663 -0.0060 0.123
H -3.16863 -0.95964 -1.78682 0.1772 0.3343 -0.0915 0.120
H -3.49301 1.10995 1.17651 -0.5841 0.3632 -0.0085 0.025
H -4.72133 0.24742 1.92364 0.5954 -0.5124 0.3343 -0.034
H -4.97290 1.65685 -0.33337 -0.1509 0.0847 0.0020 0.089
H -5.65932 0.54744 -1.31732 -0.1511 -0.0266 0.1026 0.085
H -5.61586 -1.72482 -0.57553 -0.1082 -0.0623 -0.0074 0.081
H -5.26022 -1.71850 1.06490 -0.1855 0.0816 0.2046 0.004
H -2.03385 -2.50595 1.04878 -0.3081 0.0840 -0.0063 0.170
Cl -5.15417 -1.20050 3.50809 -0.7392 0.6780 -0.3812 -0.374
C -5.97980 0.61197 -7.86701 -0.2876 0.0666 0.5264 -0.665
F -5.58597 1.85425 -7.69388 0.1522 0.0706 -0.2475 0.182
F -6.82609 0.29390 -6.91838 -0.1296 -0.1723 -0.0792 0.188
F -6.67753 0.56428 -9.07912 0.3215 0.0371 -0.0424 0.014
S -4.53397 -0.53615 -7.92674 -0.2461 0.1230 0.4525 0.562
O -3.93162 -0.38308 -6.64945 0.3553 -0.0531 0.1648 -0.234
O -3.77151 -0.06152 -9.08304 -0.7611 0.1382 -0.4467 -0.360
N -5.34069 -1.83927 -8.20281 0.4092 0.0646 -0.2253 -0.306
S -4.54672 -3.22976 -8.38410 0.0596 -0.5468 -0.1220 0.598
O -3.93453 -3.71847 -7.19234 -0.0871 0.1690 0.3113 -0.257
O -3.79044 -3.29894 -9.59737 -0.1131 0.2839 -0.2719 -0.275
C -6.02596 -4.28855 -8.66277 -0.3112 0.1731 0.0521 -0.694
F -6.70300 -3.87584 -9.73962 0.0461 0.0027 -0.0599 0.128
F -6.84427 -4.24786 -7.61625 0.0200 -0.0135 0.0516 0.147
F -5.63336 -5.53885 -8.85700 0.1120 -0.0545 -0.0281 0.155
K -1.24811 1.03314 1.81259 -1.4664 0.7740 2.5077 0.992
Cs 1.49838 -5.04370 4.21015 2.1332 -13.9252 -2.4149 1.555
C 5.57429 3.29589 3.77731 -0.0957 -0.0558 0.0204 -0.172
C 5.70960 4.38359 4.83774 0.1245 -0.0252 -0.0057 -0.167
C 5.39681 3.61194 6.11136 -0.1148 -0.0499 0.0672 -0.202
O 5.83673 2.26506 5.89656 -0.0782 0.0649 -0.2537 -0.151
C 6.13333 2.07968 4.50737 0.1090 0.0735 0.1300 -0.211
H 6.10533 3.51481 2.85243 0.0228 0.0048 0.0011 0.112
H 4.51912 3.14003 3.53582 -0.0063 0.0046 -0.0104 0.103
H 6.73669 4.75221 4.86356 0.0038 0.0104 0.0041 0.116
H 5.04785 5.23371 4.68442 -0.0286 -0.0073 -0.0004 0.114
H 4.32028 3.59556 6.31303 -0.0009 0.0694 0.0094 0.116
H 5.90518 4.01750 6.98561 0.0089 -0.0577 0.0336 0.118
H 7.22035 2.01353 4.39669 -0.0099 -0.0323 -0.0953 0.118
H 5.69242 1.14097 4.16428 0.0229 -0.0506 0.0909 0.105
Cl -3.42645 -3.15092 4.73951 1.4180 -0.9565 0.1942 -0.500
C -2.72387 5.79132 -1.54725 -0.0887 0.2241 0.0254 -0.054
C -2.75539 5.98842 -3.08668 0.0929 -0.0731 0.0407 -0.813
O -3.69372 6.65698 -3.55043 0.0031 0.0035 -0.0370 -0.082
O -1.81315 5.41343 -3.69311 -0.0355 -0.2246 0.0236 -0.129
H -3.55881 6.27775 -1.04290 -0.0584 -0.0168 -0.0769 0.054
H -2.75675 4.72066 -1.35752 0.0502 -0.1472 0.2291 0.022
H -1.79172 6.18565 -1.13603 0.0623 -0.0930 -0.0524 0.055
Br 4.65020 -1.99814 6.38705 0.1545 -0.3631 -0.0735 0.696
C 6.02392 -3.30304 6.85683 -0.1740 0.1209 0.2053 -0.687
C 7.27838 -2.64823 7.36928 0.1900 -0.0404 -0.1477 -0.692
Br 8.31827 -1.88886 5.91488 -0.0267 0.0795 0.0105 0.617
H 6.20482 -3.90378 5.97198 0.0581 0.0102 -0.0224 0.044
H 5.57382 -3.92068 7.63098 0.0397 0.0108 0.0453 0.056
H 7.92965 -3.38294 7.83615 -0.0389 -0.0448 0.0113 0.059
H 7.07561 -1.84654 8.07101 -0.0471 0.0178 0.0040 0.055
C 5.69378 -1.50170 -1.04850 -0.0082 -0.0650 0.0970 -0.081
C 4.20802 -1.79613 -1.00754 0.0920 0.2021 0.1507 -0.308
O 3.79477 -2.26998 0.27875 -0.2217 -0.0804 0.0472 -0.098
H 6.26381 -2.39602 -0.79845 -0.0013 -0.0307 -0.0500 0.079
H 5.99716 -1.15714 -2.03686 -0.0033 0.0213 -0.0015 0.081
H 5.95661 -0.73166 -0.31911 -0.0096 0.0599 -0.0539 0.075
H 3.94721 -2.57534 -1.72022 -0.0635 -0.0425 0.0414 0.116
H 3.63300 -0.89725 -1.26038 0.0040 -0.0338 -0.1204 0.098
H 4.00282 -1.58956 0.92665 0.1856 -0.0158 -0.0073 0.070
Li -5.32947 0.06512 -10.36069 0.5037 -0.2697 0.0401 0.827

# 2
12
Properties=species:S:1:pos:R:3:forces:R:3:nbo_charge:R:1 method="wB97M-V/def2-TZVPD" smiles=[O-]CCCS homo_ev=-2.3 de_lowest_kj_mol=177.7 lumo_ev=3.282 total_charge=-1
O -1.90215 -0.44902 -1.52818 -0.2985 -0.4171 -0.1049 -0.969
C -2.03171 0.41246 -0.50283 1.6648 -0.8623 -1.2015 -0.001
C -0.80836 0.23749 0.53362 -1.0490 1.1935 1.3084 -0.445
C 0.47344 -0.15562 -0.15469 -1.0631 0.2210 -1.6817 -0.550
S 2.03906 -0.07353 0.71426 0.3139 -0.0735 0.3345 -0.089
H -1.84224 1.45421 -0.88047 -0.4850 0.3139 0.3767 0.059
H -3.05187 0.33940 -0.04774 0.4551 0.3765 0.6310 0.094
H -1.04111 -0.39722 1.40342 0.0176 -0.4037 -0.3656 0.166
H -0.68581 1.23541 0.99183 0.1875 -0.0844 0.0211 0.163
H 0.27526 -1.06989 -0.72062 0.3256 -0.3116 0.5294 0.249
H 0.59823 0.54507 -0.99072 0.0854 0.1467 0.1653 0.218
H 1.63730 -0.25516 1.97847 -0.1544 -0.0991 -0.0128 0.104

# 3
89
Properties=species:S:1:pos:R:3:forces:R:3:lowdin_charge:R:1 method="wB97M-V/def2-TZVPD" homo_ev=-10.7 de_lowest_kj_mol=0.0 lumo_ev=-2.134 total_charge=+1
Sn -0.61197 -0.15139 -0.46282 -0.3836 -0.3273 0.1929 1.421
C 4.63781 -1.79314 -0.62139 -0.0175 0.0272 -0.0423 0.007
C 3.39052 -1.25980 -1.24060 0.0171 -0.0740 0.1155 -0.248
C 3.24858 -0.49117 -2.38725 0.0657 0.0273 -0.0384 0.058
C 1.88892 -0.23394 -2.50221 -0.1101 0.0954 -0.1891 -0.225
N 1.24236 -0.80231 -1.47325 0.2836 -0.0051 0.2451 -0.049
N 2.17480 -1.44697 -0.71340 -0.1163 -0.1101 -0.1110 0.046
B 1.70753 -2.33602 0.47166 0.0922 0.0384 -0.0439 -0.499
N 0.42860 -3.10345 0.05443 -0.0415 0.0620 0.1078 0.041
N -0.72629 -2.46806 -0.30648 0.3404 -0.0358 0.1347 -0.030
C -1.65444 -3.40584 -0.48174 -0.2398 -0.0199 -0.1718 -0.225
C -1.09853 -4.66775 -0.24377 -0.0354 -0.0076 0.0941 0.046
C 0.21663 -4.43399 0.10545 0.1162 0.0482 -0.1125 -0.245
C 1.28559 -5.41532 0.45915 -0.0869 -0.0178 0.0154 -0.010
C -3.03226 -3.08875 -0.91192 0.1302 -0.0272 0.0694 -0.164
C -3.72371 -4.00388 -1.70087 -0.0356 -0.0169 -0.1038 -0.025
C -5.01537 -3.73466 -2.12658 0.0081 0.0142 0.0098 -0.066
C -5.63565 -2.54482 -1.77044 0.0235 0.0025 0.0127 -0.077
C -4.96046 -1.63129 -0.97302 0.0319 -0.0430 -0.0175 -0.073
C -3.67051 -1.90643 -0.54297 -0.0679 -0.0183 0.0469 -0.066
N 1.37524 -1.42549 1.67489 -0.1544 -0.1513 0.0009 0.045
N 0.24068 -0.67463 1.63809 0.3612 0.1037 -0.2250 -0.013
C 0.16554 -0.02448 2.80527 -0.2618 0.1052 0.1411 -0.236
C 1.26690 -0.35537 3.59403 0.0047 0.0414 0.0903 0.048
C 2.00991 -1.24955 2.84363 0.0706 -0.0384 -0.1122 -0.247
C 3.30665 -1.90647 3.18237 -0.0499 0.0226 -0.0143 0.007
C -0.98985 0.81520 3.17154 0.1290 -0.0738 -0.0118 -0.180
C -0.84780 1.78640 4.15756 0.0348 0.1319 0.0299 -0.044
C -1.92995 2.56075 4.54605 -0.0044 -0.0226 -0.0345 -0.067
C -3.17177 2.37278 3.95302 0.0248 -0.0295 -0.0154 -0.070
C -3.32372 1.40188 2.97165 0.0183 0.0424 -0.0011 -0.064
C -2.24109 0.62546 2.59069 -0.0548 -0.0549 0.0143 -0.059
C 1.16564 0.39034 -3.62447 0.0292 -0.0775 0.0835 -0.173
C 1.76925 1.39186 -4.37998 -0.0107 0.0777 -0.0608 -0.028
C 1.13571 1.89685 -5.50663 0.0199 -0.0456 0.0387 -0.084
C -0.10848 1.40892 -5.88673 0.0022 -0.0142 0.0244 -0.086
C -0.72137 0.41805 -5.13153 0.0478 0.0173 0.0228 -0.070
C -0.08402 -0.09294 -4.00903 0.0054 0.0051 -0.0376 -0.049
H 5.45272 -1.74919 -1.34121 -0.0068 0.0038 0.0175 0.089
H 4.52179 -2.82284 -0.28681 -0.0216 0.0140 -0.0244 0.079
H 4.91244 -1.18384 0.24213 -0.0213 0.0005 -0.0222 0.086
H 4.03066 -0.20414 -3.07054 -0.0403 -0.0274 0.0139 0.124
H 2.56551 -3.11412 0.76692 -0.0658 0.1384 -0.0329 0.114
H -1.59474 -5.62341 -0.27675 0.0085 0.0462 -0.0322 0.121
H 0.89988 -6.42523 0.33860 0.0017 -0.0016 0.0073 0.087
H 1.61479 -5.29672 1.49196 -0.0195 0.0166 -0.0061 0.088
H 2.15779 -5.30136 -0.18393 -0.0186 0.0067 -0.0091 0.087
H -3.24023 -4.92557 -2.00032 -0.0024 0.0195 0.0109 0.115
H -5.53719 -4.45604 -2.74129 -0.0024 0.0066 -0.0002 0.109
H -6.64385 -2.33596 -2.10316 0.0070 -0.0046 0.0049 0.107
H -5.44424 -0.71181 -0.66880 0.0031 -0.0085 -0.0031 0.106
H -3.18174 -1.20878 0.12388 0.0209 -0.0092 0.0106 0.041
H 1.48507 -0.02031 4.59475 -0.0450 -0.0388 -0.0230 0.124
H 3.50067 -1.80474 4.24804 -0.0017 0.0064 -0.0035 0.088
H 4.12758 -1.43276 2.64036 -0.0316 0.0006 -0.0065 0.085
H 3.30535 -2.96554 2.92985 -0.0249 0.0080 0.0048 0.080
H 0.12417 1.95962 4.60590 -0.0289 -0.0403 0.0136 0.114
H -1.80369 3.31096 5.31629 -0.0031 -0.0060 -0.0046 0.110
H -4.02073 2.96463 4.26894 0.0090 0.0134 -0.0216 0.108
H -4.29153 1.23616 2.51578 0.0068 -0.0039 0.0162 0.108
H -2.38488 -0.16586 1.86606 0.0153 -0.0440 0.0358 0.065
H 2.74224 1.77003 -4.08859 -0.0255 -0.0085 0.0004 0.119
H 1.62015 2.66553 -6.09553 -0.0008 -0.0118 -0.0029 0.109
H -0.59180 1.78922 -6.77809 0.0074 -0.0026 0.0237 0.107
H -1.68022 0.01710 -5.43576 0.0106 0.0102 0.0163 0.110
H -0.53679 -0.91148 -3.45980 0.0066 -0.0107 -0.0124 0.102
O 2.98207 1.06294 0.86454 0.1228 -0.1337 -0.1057 0.153
C 2.17481 1.89563 1.14051 -0.4381 0.2843 0.1532 -0.466
O 1.02421 2.04512 0.36289 0.1185 0.0690 -0.0016 -0.425
C 2.12986 2.86279 2.24051 0.2091 -0.1742 -0.0895 -0.175
C 3.09982 3.00786 3.22610 0.0661 0.0087 0.1144 0.006
C 2.90498 3.96008 4.20524 -0.0285 0.0087 -0.0075 -0.056
C 1.75086 4.75600 4.19241 0.0008 -0.0207 -0.0061 -0.054
C 0.78542 4.61797 3.21219 0.0511 0.0095 0.0137 -0.074
C 0.99778 3.65293 2.23116 -0.1585 0.1239 -0.0674 -0.452
S -0.02129 3.26714 0.87615 0.1179 -0.0850 -0.1387 1.089
H 3.98082 2.37783 3.20882 -0.0300 0.0168 -0.0076 0.130
H 3.64463 4.09980 4.98176 -0.0229 0.0010 0.0011 0.110
H 1.60982 5.49712 4.96937 0.0129 -0.0114 -0.0226 0.114
H -0.10392 5.23476 3.21433 0.0223 -0.0115 -0.0055 0.119
C -3.04639 2.77577 -2.85782 -0.0149 0.0102 -0.0267 0.012
C -1.55080 2.92817 -2.75322 0.0072 -0.0265 0.0097 -0.585
N -0.96973 3.80586 -3.58982 -0.0286 0.0979 0.0192 0.193
O -0.89643 2.30073 -1.92702 0.0336 0.1608 0.0328 -0.148
H -3.46246 3.21005 -3.76624 0.0237 -0.0093 0.0286 0.081
H -3.50223 3.26223 -1.99436 0.0022 -0.0113 -0.0065 0.093
H -3.29264 1.71614 -2.81368 0.0043 -0.0009 0.0012 0.084
H -1.49028 4.29024 -4.29797 0.0078 -0.0191 -0.0018 0.111
H 0.03227 3.89869 -3.56712 -0.0018 -0.0117 -0.0054 0.114

# 4
11
Properties=species:S:1:pos:R:3:forces:R:3:nbo_charge:R:1 method="wB97M-V/def2-TZVPD" homo_ev=-9.3 de_lowest_kj_mol=0.0 lumo_ev=-0.698
C 0.35975 -0.57666 -0.35426 0.3174 -0.7449 0.3298 -0.461
C 1.09023 0.72053 -0.14641 1.1848 1.4908 0.8402 -0.721
C -0.97148 -0.49299 0.43163 -1.1872 -1.6671 0.5805 -0.491
P -0.06615 2.17398 -0.16097 -0.4335 -0.0151 -0.1839 0.283
P -1.77660 1.15880 0.17829 0.2421 0.3807 0.4101 0.287
Cl -2.25595 -1.72068 -0.13642 0.3698 0.0419 -0.5879 -0.112
H 0.26025 -0.73345 -1.46063 -0.4533 -0.1946 1.1252 0.239
H 0.98836 -1.35935 0.11161 -0.4041 -0.0541 -0.6374 0.229
H 1.52202 0.75232 0.89806 -0.0889 -0.0312 -1.0408 0.232
H 1.91091 1.00116 -0.87374 -0.7912 -0.8012 0.7836 0.247
H -1.06133 -0.92367 1.51283 1.2441 1.5948 -1.6193 0.268

Frontier orbital gap in eV, matching the order above: 2.7, 5.5, 8.6, 8.6